#i
The following is a quantum chemistry calculation of a molecular structure, C4H4N2O, from the OMol25 dataset.

Summary:
Gap between HOMO and LUMO = 9.2 eV
Molar mass = 96.09 g mol⁻¹
LUMO = 0.63 eV

Geometry (Å):
C1 1.69653 0.35237 0.12326
C2 0.28469 -0.98122 -0.21272
C3 -1.06030 0.86954 -0.05721
C4 0.26308 0.51594 -0.34048
H1 1.89322 0.55787 1.24957
H2 2.70507 0.73752 -0.60158
H3 -2.82927 -0.33492 0.32044
H4 -1.91388 1.54052 -0.31185
N1 -0.96517 -1.67343 -0.00697
N2 -1.67903 -0.42105 -0.03253
O1 1.60506 -1.16314 -0.12993

Atom charges from the Mulliken analysis, given in e for atoms 1 to 2: atom 1 (C): -0.1814, atom 2 (C): 0.4605

=====

#ii
The following is a quantum chemistry calculation of C4H4N2O in the gas phase, from the OMol25 dataset.

Summary:
Structure (SMILES) = [H]/N=C1\N=COC1=C
Gap between HOMO and LUMO = 8.5 eV
Molar mass = 96.09 g mol⁻¹
LUMO = -0.42 eV

Geometry (Å):
H1 1.77506 -2.24015 -0.07117
N1 1.61113 -1.13677 0.23940
C1 0.43807 -0.72226 -0.12637
N2 -0.69422 -1.45866 -0.60414
C2 -1.63238 -0.62272 -0.72143
O1 -1.24360 0.77577 -0.58952
C3 -0.02797 0.61230 0.01458
C4 0.71144 1.54160 0.79162
H2 -2.74550 -0.59564 -1.06571
H3 1.74401 1.42058 1.03939
H4 0.06395 2.42594 1.09335

Atom charges from the Mulliken analysis, given in e for atoms 1 to 2: atom 1 (H): 0.2900, atom 2 (N): -0.6340

=====

Going by the energies, #ii is most stable and the next is 80.5 kcal/mol up.

=====

#i
The following is a quantum chemistry calculation of a molecular structure, C4H4N2O, from the OMol25 dataset.

Summary:
Gap between HOMO and LUMO = 8.5 eV
Molar mass = 96.09 g mol⁻¹
LUMO = -0.62 eV

Geometry (Å):
O1 2.42771 -1.16221 -0.00449
C1 1.26208 -0.82177 -0.01284
C2 0.89023 0.62487 0.04079
C3 -0.44002 0.77149 0.02550
N1 -1.47012 0.00907 -0.02359
C4 -1.03433 -1.29276 -0.07413
N2 0.19085 -1.72385 -0.07291
H1 1.64377 1.39808 0.08862
H2 -0.81407 2.13029 -0.32446
H3 -0.82215 2.09582 0.47908
H4 -1.83395 -2.02902 -0.12155

Atom charges from the Mulliken analysis, given in e for atoms 1 to 2: atom 1 (O): -0.5874, atom 2 (C): 0.4366

=====

#ii
The following is a quantum chemistry calculation of 3 unconnected molecules or ions with the total composition C4H4N2O, from the OMol25 dataset.

Summary:
Structure (SMILES) = N=C=O.C#C.C#N
Gap between HOMO and LUMO = 10.1 eV
Molar mass = 96.09 g mol⁻¹
LUMO = 0.45 eV

Geometry (Å):
N1 -0.94786 0.84479 -2.23101
C1 -0.15737 0.09337 -1.66484
O1 0.59404 -0.62436 -1.15096
H1 -0.85546 0.73435 -3.23227
C2 1.03436 -0.89282 2.11357
C3 1.48726 -1.39957 1.12399
H2 0.65243 -0.46188 3.00738
H3 1.88211 -1.84037 0.24113
C4 -1.21572 1.16382 0.54961
N2 -0.78048 0.82144 1.55815
H4 -1.69330 1.56123 -0.31474

Atom charges from the Mulliken analysis, given in e for atoms 1 to 2: atom 1 (N): -0.6368, atom 2 (C): 0.6789

=====

Going by the energies, #ii is most stable and the next is 15.6 kcal/mol up.

=====

#i
The following is a quantum chemistry calculation of a molecular structure, C4H4N2O, from the OMol25 dataset.

Summary:
Gap between HOMO and LUMO = 9.8 eV
Molar mass = 96.09 g mol⁻¹
LUMO = 0.91 eV

Geometry (Å):
C1 -1.60434 1.03399 2.31947
C2 1.11472 0.45373 -1.12057
C3 1.23374 -0.67201 -0.05758
C4 0.13826 -1.17607 -0.58761
N1 -1.43372 0.67308 1.24531
N2 0.26949 -0.31143 -1.84115
O1 1.46484 1.57281 -1.12992
H1 -1.68994 1.41880 3.23330
H2 1.69227 -1.12008 0.80849
H3 -0.67843 -1.87063 -0.47266
H4 -0.50688 -0.00218 -2.39707

Atom charges from the Mulliken analysis, given in e for atoms 1 to 2: atom 1 (C): -0.0375, atom 2 (C): 0.3620

=====

#ii
The following is a quantum chemistry calculation of C4H4N2O in the gas phase, from the OMol25 dataset.

Summary:
Structure (SMILES) = Oc1ccncn1
Gap between HOMO and LUMO = 10.1 eV
Molar mass = 96.09 g mol⁻¹
LUMO = 0.66 eV

Geometry (Å):
O1 1.33553 -1.31054 -1.12466
C1 0.52887 -0.62732 -0.35031
C2 -0.81645 -0.66070 -0.69351
C3 -1.62551 0.29561 -0.13122
N1 -1.02888 1.11902 0.89125
C4 0.26059 1.16687 1.09095
N2 1.06033 0.29304 0.51230
H1 2.23997 -1.28844 -0.84016
H2 -1.23051 -1.41997 -1.28062
H3 -2.60493 0.46633 -0.25497
H4 0.60616 1.79515 2.05282

Atom charges from the Mulliken analysis, given in e for atoms 1 to 2: atom 1 (O): -0.4584, atom 2 (C): 0.7171

=====

#iii
The following is a quantum chemistry calculation of 2 unconnected molecules or ions with the total composition C4H4N2O, from the OMol25 dataset.

Summary:
Gap between HOMO and LUMO (spin up / spin down) = 8.7 / 8.7 eV
Molar mass = 96.09 g mol⁻¹
LUMO (spin up / spin down) = 0.14 / 0.15 eV

Geometry (Å):
C1 1.61559 1.52200 -0.27779
C2 2.26793 -1.29751 0.14760
C3 0.78593 0.40993 -0.27348
C4 -0.48319 -0.03060 -0.17030
N1 2.19013 2.48200 -0.03481
N2 -1.55017 0.81343 -0.35602
O1 3.37480 -0.95306 0.47192
H1 1.75758 -2.20981 -0.11352
H2 -0.79374 -1.10358 -0.13838
H3 -1.33671 1.85510 -0.51065
H4 -2.51678 0.56094 -0.45119

Atom charges from the Mulliken analysis, given in e for atoms 1 to 2: atom 1 (C): 0.2555, atom 2 (C): 0.1321

=====

#iv
The following is a quantum chemistry calculation of C4H4N2O in the gas phase, from the OMol25 dataset.

Summary:
Structure (SMILES) = N#CC(=O)N1CC1
Gap between HOMO and LUMO = 10.7 eV
Molar mass = 96.09 g mol⁻¹
LUMO = -0.10 eV

Geometry (Å):
N1 -2.54107 -0.86336 -0.01218
C1 -1.55568 -0.23061 -0.04458
C2 -0.34527 0.60398 -0.06713
O1 -0.33612 1.79164 0.19470
N2 0.69808 -0.15235 -0.55117
C3 1.25111 -1.20387 0.34611
C4 2.03169 0.07694 -0.03422
H1 0.76409 -1.38621 1.29974
H2 1.48903 -2.08720 -0.14848
H3 2.13043 0.86514 0.77215
H4 2.91527 -0.09364 -0.73854

Atom charges from the Mulliken analysis, given in e for atoms 1 to 2: atom 1 (N): -0.3632, atom 2 (C): 0.2876

=====

Going by the energies, #ii is most stable and the next is 25.8 kcal/mol up.

=====

#i
The following is a quantum chemistry calculation of C4H4N2O in the gas phase, from the OMol25 dataset.

Summary:
Gap between HOMO and LUMO (spin up / spin down) = 7.5 / 7.6 eV
Molar mass = 96.09 g mol⁻¹
LUMO (spin up / spin down) = -1.95 / -1.74 eV

Geometry (Å):
O1 -2.32881 -0.80046 -0.81899
C1 -1.25562 -0.40252 -0.40105
C2 -0.19802 -1.22944 0.14680
C3 1.06151 -0.72852 0.39785
N1 1.40080 0.55863 0.24126
C4 0.38546 1.35017 -0.18062
N2 -0.92174 0.96826 -0.49488
H1 -0.41491 -2.28543 0.28343
H2 1.85737 -1.39754 0.72519
H3 -0.27516 1.66617 0.73513
H4 0.68910 2.30068 -0.63412

Atom charges from the Mulliken analysis, given in e for atoms 1 to 2: atom 1 (O): -0.5827, atom 2 (C): 0.5058

=====

#ii
The following is a quantum chemistry calculation of C4H4N2O in the gas phase, from the OMol25 dataset.

Summary:
Structure (SMILES) = O=Cc1cnc[nH]1
Gap between HOMO and LUMO = 9.5 eV
Molar mass = 96.09 g mol⁻¹
LUMO = 0.15 eV

Geometry (Å):
O1 -1.80375 -1.59122 0.13439
C1 -1.69368 -0.37973 0.04908
C2 -0.45559 0.22439 -0.47398
C3 0.22731 1.38724 -0.11572
N1 1.52791 1.12226 0.17786
C4 1.65522 -0.18743 0.01955
N2 0.54275 -0.73087 -0.47708
H1 -2.42750 0.28192 0.54422
H2 -0.14569 2.39489 0.02789
H3 2.24887 -0.81273 0.67742
H4 0.32416 -1.70872 -0.56363

Atom charges from the Mulliken analysis, given in e for atoms 1 to 2: atom 1 (O): -0.5310, atom 2 (C): 0.1594

=====

#iii
The following is a quantum chemistry calculation of C4H4N2O in the gas phase, from the OMol25 dataset.

Summary:
Structure (SMILES) = N#CCOCC#N
Gap between HOMO and LUMO = 12.0 eV
Molar mass = 96.09 g mol⁻¹
LUMO = 0.48 eV

Geometry (Å):
N1 2.64968 0.09686 1.33582
C1 1.87783 0.15405 0.47814
C2 0.94843 0.28234 -0.66523
O1 0.03291 -0.77272 -0.79789
C3 -1.16548 -0.76579 -0.05022
C4 -1.51059 0.51472 0.59148
N2 -1.78579 1.51548 1.10070
H1 1.54631 0.26414 -1.57888
H2 0.45029 1.25599 -0.59433
H3 -1.96998 -1.01870 -0.74623
H4 -1.12933 -1.53743 0.72459

Atom charges from the Mulliken analysis, given in e for atoms 1 to 2: atom 1 (N): -0.3660, atom 2 (C): 0.3199

=====

Going by the energies, #ii is most stable and the next is 12.2 kcal/mol up.